{
  "formula": "C44H44N10O14",
  "method": "ωB97M-V with the def2-TZVPD basis set",
  "lumo_energy_ev": -1.12,
  "total_energy_ev": -89889.3308,
  "max_force_ev_per_a": 7.1,
  "e_homo_ha": -0.30403,
  "orbital_gap_ev": 7.15,
  "symbols": ["C", "C", "C", "N", "C", "N", "C", "N", "C", "C", "N", "C", "O", "O", "H", "H", "H", "H", "H", "H", "H", "H", "H", "H", "H", "H", "H", "H", "C", "C", "C", "C", "C", "C", "N", "O", "O", "H", "H", "H", "H", "H", "C", "C", "C", "C", "C", "C", "N", "O", "O", "H", "H", "H", "H", "H", "C", "C", "C", "C", "C", "C", "N", "O", "O", "H", "H", "H", "H", "H", "C", "C", "C", "C", "C", "C", "N", "O", "O", "H", "H", "H", "H", "H", "C", "C", "C", "C", "C", "C", "N", "O", "O", "H", "H", "H", "H", "H", "C", "C", "C", "C", "C", "C", "N", "O", "O", "H", "H", "H", "H", "H"],
  "coordinates": [[0.474538, -0.653463, -0.900904], [-0.252420, 0.385603, -1.861505], [-1.206824, 1.378529, -1.060185], [-2.139217, 0.638472, -0.180075], [-1.902466, 0.698642, 1.162889], [-2.868327, -0.086620, 1.811983], [-3.640593, -0.574369, 0.752716], [-4.665782, -1.394904, 0.944661], [-5.525746, -2.009984, -0.074752], [-6.836362, -1.124476, -0.332532], [-3.213027, -0.109041, -0.469427], [-3.668982, -0.265370, -1.869552], [-4.324347, 0.577710, -2.479365], [-3.299171, -1.353106, -2.475020], [-0.314055, -1.248861, -0.361361], [1.185066, -1.314524, -1.464685], [1.114245, -0.103938, -0.150662], [0.584257, 1.003440, -2.307407], [-0.788082, -0.133752, -2.703816], [-1.705119, 2.063059, -1.798089], [-0.520729, 1.963096, -0.388977], [-1.082230, 1.289492, 1.612375], [-4.874981, -1.626631, 1.916631], [-5.006305, -2.306732, -1.019133], [-5.917183, -2.968145, 0.376755], [-7.708979, -1.632041, 0.177567], [-6.756330, -0.118998, 0.169312], [-7.109294, -1.056771, -1.413672], [-4.471879, 7.503666, -1.559316], [-4.534606, 6.161993, -1.202468], [-3.522786, 5.293682, -1.584724], [-2.450830, 5.782250, -2.320765], [-2.383349, 7.119975, -2.688578], [-3.400457, 7.981256, -2.304703], [-1.368335, 4.874269, -2.704259], [-1.468689, 3.700548, -2.378631], [-0.427056, 5.338470, -3.320625], [-5.261587, 8.180879, -1.254141], [-5.372348, 5.793882, -0.622869], [-3.581159, 4.249974, -1.301771], [-1.551311, 7.502301, -3.266412], [-3.357333, 9.027171, -2.582957], [3.479351, 6.875404, -1.029608], [3.709885, 7.634090, 0.112259], [2.640965, 8.089639, 0.871761], [1.346437, 7.775126, 0.479966], [1.106657, 7.024712, -0.662481], [2.179743, 6.574514, -1.419330], [0.214056, 8.232501, 1.292464], [0.457993, 8.904696, 2.278294], [-0.906449, 7.910264, 0.936395], [4.316450, 6.516288, -1.617800], [4.724437, 7.867822, 0.411914], [2.830828, 8.679623, 1.759187], [0.098370, 6.781892, -0.973192], [2.003219, 5.985399, -2.311424], [-7.525938, -3.437938, -6.221918], [-6.914193, -3.116224, -5.016261], [-7.546159, -3.412979, -3.817362], [-8.788119, -4.035645, -3.837754], [-9.410084, -4.354015, -5.037321], [-8.773504, -4.051874, -6.233069], [-9.445343, -4.371826, -2.570216], [-8.874923, -4.058375, -1.540160], [-10.518027, -4.946189, -2.618925], [-7.027761, -3.210086, -7.157605], [-5.942455, -2.636363, -5.010940], [-7.061388, -3.158439, -2.883742], [-10.379779, -4.834783, -5.056413], [-9.247798, -4.298141, -7.175475], [3.917830, -3.121663, 4.142517], [4.356086, -4.264397, 3.483064], [4.125738, -4.413970, 2.122705], [3.458841, -3.409880, 1.432484], [3.010616, -2.268122, 2.084257], [3.242744, -2.127485, 3.445314], [3.235270, -3.551623, -0.007791], [3.624170, -4.574265, -0.546768], [2.676150, -2.637423, -0.589514], [4.102416, -3.005346, 5.202571], [4.880667, -5.038074, 4.030972], [4.471101, -5.307523, 1.618504], [2.486244, -1.486268, 1.549280], [2.900666, -1.239993, 3.964378], [4.847822, -3.576604, -4.931660], [4.831702, -3.876953, -3.574879], [6.015529, -3.885009, -2.851337], [7.208719, -3.586312, -3.496057], [7.235796, -3.292255, -4.852973], [6.048242, -3.288852, -5.571081], [8.458806, -3.569275, -2.729032], [8.402031, -3.850168, -1.544700], [9.482775, -3.271344, -3.318751], [3.920339, -3.565663, -5.493330], [3.894962, -4.102074, -3.079889], [5.991445, -4.120404, -1.794998], [8.165044, -3.063809, -5.359041], [6.056825, -3.058039, -6.629624], [6.163200, -1.992644, 10.962666], [5.662906, -0.937646, 10.208924], [4.990021, -1.189686, 9.022068], [4.820698, -2.502840, 8.602826], [5.323490, -3.563004, 9.345449], [5.997707, -3.302912, 10.529861], [4.089471, -2.774457, 7.363662], [3.675524, -1.812345, 6.724550], [3.930116, -3.946418, 7.041279], [6.683771, -1.792794, 11.892501], [5.795380, 0.082202, 10.549206], [4.604052, -0.361212, 8.442186], [5.196991, -4.587156, 9.018428], [6.391773, -4.122022, 11.118982]],
  "atomic_forces_ev_per_a": [[-0.467, 0.557, -0.356], [0.802, -0.108, 0.393], [1.030, -0.900, -2.006], [2.861, 2.633, 2.140], [-3.553, -2.576, -0.698], [1.133, 1.073, -2.775], [1.308, 0.964, 0.573], [-0.377, -0.792, 0.056], [-1.824, -0.388, -0.015], [-0.307, -0.560, 0.561], [-0.161, -0.123, 2.213], [-0.187, -3.558, -6.126], [0.207, 1.315, 2.547], [-0.005, 1.804, 3.281], [1.015, 0.279, -0.478], [-1.084, 0.615, 0.494], [-0.729, -0.449, -0.583], [-1.140, -0.392, 0.282], [0.379, 0.486, 0.988], [0.163, -1.405, 1.432], [-1.059, -0.421, -0.473], [-0.819, -0.661, -0.411], [0.320, 0.290, -0.602], [-0.042, 0.663, 0.926], [0.719, 0.920, -0.444], [0.893, 0.501, -0.573], [0.127, -0.889, -0.899], [0.441, 0.227, 0.897], [0.003, -0.007, -0.005], [0.099, 0.137, -0.083], [-0.039, -0.216, 0.118], [-0.475, 0.353, 0.197], [0.158, 0.159, -0.106], [-0.070, -0.149, 0.085], [0.065, -0.040, -0.160], [0.204, 1.253, -0.495], [-0.130, -0.142, 0.179], [0.056, -0.049, -0.025], [0.079, -0.023, -0.051], [0.132, 0.045, -0.133], [0.003, -0.196, 0.044], [0.041, -0.082, 0.002], [0.006, 0.016, 0.022], [-0.147, -0.076, -0.108], [0.126, 0.095, 0.154], [0.471, -0.198, -0.315], [-0.135, -0.122, -0.141], [0.114, 0.054, 0.084], [-0.287, 0.133, 0.208], [-0.029, -0.154, -0.235], [0.253, 0.055, 0.035], [-0.061, 0.031, 0.035], [-0.088, 0.012, 0.012], [-0.211, -0.043, -0.039], [0.015, 0.127, 0.170], [-0.076, 0.048, 0.071], [-0.038, -0.017, 0.007], [-0.070, -0.039, -0.106], [0.100, 0.045, 0.128], [0.321, 0.147, -0.517], [-0.191, -0.104, -0.101], [0.153, 0.074, 0.124], [-0.135, -0.057, 0.213], [-0.110, -0.051, -0.136], [0.238, 0.140, 0.001], [-0.034, -0.004, 0.069], [-0.072, -0.016, 0.084], [-0.160, -0.099, -0.001], [0.084, 0.033, 0.199], [-0.007, 0.001, 0.088], [0.221, -0.075, -0.074], [-0.134, 0.206, -0.133], [0.113, -0.228, -0.019], [0.093, 0.054, 0.557], [-0.117, 0.212, -0.011], [0.087, -0.180, -0.091], [-0.035, -0.023, -0.190], [-0.079, 0.207, 0.081], [0.327, -0.375, 0.175], [-0.102, -0.123, -0.847], [-0.046, 0.032, -0.059], [-0.092, 0.149, -0.133], [0.061, -0.175, -0.132], [0.015, -0.063, -0.031], [0.043, 0.006, -0.009], [-0.004, 0.030, -0.175], [-0.039, -0.028, 0.194], [-0.546, 0.006, -0.312], [0.144, 0.066, -0.180], [-0.078, -0.043, 0.172], [0.286, -0.010, 0.182], [-0.002, 0.062, -0.267], [-0.229, -0.070, 0.109], [0.062, -0.009, 0.043], [0.119, 0.014, 0.053], [0.150, 0.032, -0.083], [0.016, -0.037, 0.216], [0.050, -0.013, 0.073], [0.007, 0.000, 0.009], [0.016, -0.184, 0.006], [-0.057, 0.215, -0.059], [0.326, 0.122, 0.491], [0.007, -0.242, 0.001], [-0.039, 0.183, -0.042], [-0.262, -0.062, -0.018], [0.123, -0.499, 0.676], [0.025, 0.753, 0.315], [-0.030, -0.014, -0.071], [-0.028, -0.059, -0.064], [-0.043, -0.193, -0.072], [-0.091, 0.149, -0.118], [-0.042, 0.028, -0.075]],
  "lowdin_charge": [-0.11, -0.19, -0.12, -0.05, -0.05, 0.13, -0.29, 0.06, -0.19, -0.08, 0.14, -0.66, 0.02, -0.07, 0.08, 0.06, 0.07, 0.11, 0.11, 0.09, 0.13, 0.15, 0.16, 0.11, 0.12, 0.07, 0.08, 0.07, -0.06, -0.06, 0.01, -0.15, -0.01, -0.06, -0.31, 0.03, 0.08, 0.11, 0.11, 0.12, 0.12, 0.11, -0.07, -0.07, 0.00, -0.14, 0.00, -0.06, -0.35, 0.08, 0.07, 0.11, 0.11, 0.12, 0.10, 0.10, -0.07, -0.05, 0.00, -0.15, -0.01, -0.07, -0.35, 0.06, 0.08, 0.11, 0.12, 0.11, 0.12, 0.11, -0.06, -0.05, 0.00, -0.14, 0.00, -0.05, -0.32, 0.07, 0.05, 0.05, 0.11, 0.12, 0.11, 0.11, -0.07, -0.06, 0.00, -0.15, -0.01, -0.07, -0.35, 0.07, 0.07, 0.11, 0.09, 0.11, 0.12, 0.11, -0.07, -0.06, 0.00, -0.14, 0.00, -0.06, -0.32, 0.06, 0.07, 0.11, 0.11, 0.12, 0.12, 0.11]
}